1.
The following is a DFT calculation (wB97M-V/def2-TZVPD) of an isolated molecule of C20H21Cl2N3O4.

XYZ file:
```
50
Properties=species:S:1:pos:R:3
C 6.78 2.04 -1.35
O 6.74 0.64 -1.18
C 5.63 0.09 -0.63
C 4.51 0.81 -0.21
C 3.42 0.16 0.35
N 2.29 0.85 0.79
C 1.99 2.17 0.68
O 2.68 3.02 0.17
C 0.62 2.48 1.30
C -0.44 1.69 0.59
C -1.16 2.36 -0.53
N -0.57 0.49 0.98
N -1.50 -0.37 0.43
C -2.83 -0.13 0.27
O -3.35 0.94 0.49
C -3.57 -1.37 -0.22
C -5.04 -1.09 -0.35
C -5.95 -1.60 0.57
C -7.30 -1.32 0.47
C -7.74 -0.50 -0.56
Cl -9.43 -0.14 -0.70
C -6.85 0.02 -1.48
C -5.51 -0.28 -1.37
C 3.42 -1.23 0.49
O 2.29 -1.78 1.05
C 2.28 -3.17 1.30
C 4.53 -1.95 0.08
C 5.61 -1.30 -0.47
Cl 6.98 -2.21 -0.98
H 6.71 2.56 -0.39
H 7.74 2.25 -1.81
H 5.98 2.38 -2.01
H 4.47 1.88 -0.31
H 1.56 0.25 1.18
H 0.66 2.20 2.35
H 0.44 3.55 1.21
H -1.34 1.65 -1.34
H -0.58 3.20 -0.90
H -2.14 2.71 -0.20
H -1.18 -1.33 0.48
H -3.40 -2.19 0.48
H -3.15 -1.65 -1.19
H -5.60 -2.23 1.38
H -8.00 -1.71 1.18
H -7.21 0.66 -2.28
H -4.81 0.14 -2.09
H 2.35 -3.75 0.37
H 1.34 -3.38 1.79
H 3.10 -3.46 1.96
H 4.57 -3.02 0.18
```

spin multiplicity: 1
relative energy (zero: lowest compared OMol25 entry of this formula, charge and spin): 57.25 kcal/mol
LUMO energy: 0.24 eV
highest occupied orbital energy: -0.288 hartree
SMILES: COc1cc(NC(=O)C/C(C)=N/NC(=O)Cc2ccc(Cl)cc2)c(OC)cc1Cl
orbital gap: 8.09 eV

Atom charges from the Löwdin analysis, given in e for atoms 1 to 5:
1 C -0.07
2 O -0.11
3 C -0.30
4 C 0.06
5 C -0.13



2.
The following is a DFT calculation (wB97M-V/def2-TZVPD) of a structure of composition CH16F3Li2O15PSZr at a distorted geometry.

XYZ file:
```
40
Properties=species:S:1:pos:R:3
Li 16.04 -13.97 -8.22
Li 17.64 -11.66 -7.56
Zr 17.75 -16.87 -5.86
C 13.29 -18.17 -6.86
F 12.98 -17.02 -7.38
F 13.31 -18.19 -5.51
F 12.47 -19.12 -7.18
S 15.00 -18.65 -7.50
O 16.01 -17.89 -6.70
O 15.14 -20.09 -7.26
O 15.03 -18.24 -8.93
P 18.13 -14.70 -7.21
O 17.87 -13.52 -8.18
O 18.21 -14.90 -5.74
O 18.72 -16.05 -7.53
O 16.83 -15.39 -7.02
O 16.13 -16.15 -4.43
H 15.81 -16.36 -3.55
H 15.41 -15.69 -4.84
O 17.98 -13.12 -3.47
H 18.58 -12.42 -3.73
H 18.19 -13.85 -4.06
O 15.34 -13.11 -6.64
H 14.82 -13.80 -6.23
H 15.38 -12.42 -5.98
O 18.47 -13.70 -10.76
H 19.33 -13.32 -10.60
H 18.04 -13.69 -9.91
O 15.96 -11.94 -9.14
H 16.11 -11.93 -10.09
H 15.01 -11.94 -9.06
O 19.52 -16.12 -10.16
H 19.28 -15.31 -10.60
H 19.45 -15.93 -9.23
O 18.56 -18.66 -7.08
H 19.06 -19.26 -6.54
H 18.71 -18.97 -7.98
O 19.98 -17.10 -5.50
H 20.66 -16.78 -6.09
H 20.46 -17.49 -4.76
```

total charge: +3
spin multiplicity: 2
LUMO energy (spin up / spin down): -11.08 / -14.74 eV
highest occupied orbital energy (spin up / spin down): -0.660 / -0.660 hartree
expectation value of S²: 0.768
orbital gap (spin up / spin down): 6.88 / 3.22 eV

Atom charges from the Löwdin analysis, given in e for atoms 1 to 5:
1 Li 0.73
2 Li 0.86
3 Zr 2.09
4 C -0.67
5 F 0.21



3.
The following is a DFT calculation (wB97M-V/def2-TZVPD) of a cluster of 5 separate species, C5H18IN6O4 in total at a distorted geometry.

XYZ file:
```
34
Properties=species:S:1:pos:R:3
I 0.69 -0.67 0.61
C 0.82 4.75 -1.69
C 0.63 3.26 -1.49
O -0.14 2.94 -0.34
H -0.14 5.27 -1.62
H 1.35 4.90 -2.63
H 1.47 5.21 -0.94
H 1.64 2.82 -1.51
H 0.06 2.84 -2.34
H 0.06 2.01 -0.14
C 4.78 -1.34 -1.23
O 5.80 -1.80 -1.75
N 4.33 -0.07 -1.46
N 4.05 -2.04 -0.33
H 4.81 0.42 -2.19
H 3.48 0.23 -1.02
H 4.37 -2.99 -0.19
H 3.10 -1.85 -0.04
C -2.21 -3.18 3.00
O -2.73 -4.17 3.54
N -0.85 -3.10 2.87
N -2.89 -2.10 2.56
H -0.40 -2.35 2.37
H -0.38 -3.97 3.06
H -3.87 -2.17 2.40
H -2.38 -1.32 2.16
C -3.69 -0.11 -0.18
O -4.90 0.17 -0.14
N -3.17 -1.22 -0.77
N -2.78 0.67 0.47
H -3.78 -1.91 -1.15
H -2.18 -1.36 -0.76
H -1.81 0.63 0.20
H -3.13 1.59 0.69
```

total charge: -1
spin multiplicity: 1
relative energy (zero: lowest compared OMol25 entry of this formula, charge and spin): 0.00 kcal/mol
LUMO energy: 2.86 eV
highest occupied orbital energy: -0.214 hartree
orbital gap: 8.67 eV

Atom charges from the Löwdin analysis, given in e for atoms 1 to 5:
1 I -0.03
2 C -0.10
3 C -0.35
4 O -0.12
5 H 0.07



4.
The following is a DFT calculation (wB97M-V/def2-TZVPD) of a structure of composition C23H41N2P3PbS at a distorted geometry.

XYZ file:
```
71
Properties=species:S:1:pos:R:3
Pb 1.05 1.70 -1.32
P -0.29 -0.73 2.46
P 2.54 -0.46 0.17
P -2.97 0.33 0.07
H 0.67 -1.42 -6.94
C -0.14 -0.70 -6.87
C 0.06 0.62 -6.56
H 1.06 1.02 -6.39
C -0.63 -2.55 2.50
C 1.14 -0.71 3.61
C -1.54 -0.18 3.69
C 3.58 -0.23 -1.32
C 3.84 -0.08 1.43
C 2.43 -2.28 0.16
C -3.75 0.73 -1.50
C -3.58 1.51 1.26
C -3.44 -1.33 0.58
H -1.12 -1.04 -7.19
H -0.77 1.30 -6.64
H -0.78 -2.83 3.55
H 0.21 -3.11 2.07
H -1.52 -2.80 1.90
H 0.85 -1.23 4.54
H 1.41 0.33 3.84
H 2.01 -1.20 3.16
H -1.44 -0.81 4.58
H -2.56 -0.27 3.29
H -1.38 0.87 3.96
H 4.56 -0.65 -1.06
H 3.70 0.84 -1.54
H 3.22 -0.72 -2.23
H 4.52 -0.94 1.50
H 3.43 0.13 2.42
H 4.41 0.80 1.10
H 3.44 -2.71 0.14
H 1.88 -2.60 -0.74
H 1.90 -2.66 1.05
H -4.76 0.38 -1.32
H -3.27 0.23 -2.35
H -3.67 1.81 -1.67
H -4.65 1.28 1.41
H -3.53 2.53 0.89
H -3.11 1.51 2.25
H -4.50 -1.42 0.34
H -3.26 -1.48 1.65
H -2.86 -2.08 0.03
C 0.05 -0.41 -3.67
C -0.64 -1.61 -3.84
C 0.06 -2.79 -3.91
C 1.47 -2.75 -3.94
C 2.13 -1.53 -4.08
C 1.41 -0.36 -3.94
S -0.90 0.91 -3.00
H -1.83 0.07 -0.64
H -1.72 -1.57 -3.87
H -0.52 -3.71 -3.88
H 2.06 -3.66 -3.92
H 3.21 -1.54 -4.21
H 1.87 0.61 -4.05
N -3.24 3.87 4.67
C -2.16 3.64 4.27
C -0.82 3.42 3.78
C 0.29 3.53 4.63
C 1.54 3.24 4.12
C 1.61 2.88 2.77
N 0.58 2.83 1.92
C -0.62 3.17 2.41
H 0.19 3.85 5.66
H 2.42 3.31 4.77
H 2.57 2.66 2.30
H -1.42 3.25 1.67
```

total charge: +4
spin multiplicity: 1
relative energy (zero: lowest compared OMol25 entry of this formula, charge and spin): 0.00 kcal/mol
LUMO energy (spin up / spin down): -15.21 / -14.62 eV
highest occupied orbital energy (spin up / spin down): -0.724 / -0.713 hartree
orbital gap (spin up / spin down): 4.48 / 4.78 eV

Atom charges from the Löwdin analysis, given in e for atoms 1 to 5:
1 Pb 1.18
2 P 1.01
3 P 0.68
4 P 0.85
5 H 0.10



5.
The following is a DFT calculation (wB97M-V/def2-TZVPD) of an isolated molecule of C4H8FN at a distorted geometry.

XYZ file:
```
14
Properties=species:S:1:pos:R:3
C 1.57 -0.79 -0.96
C 1.05 0.30 -0.46
C -0.10 0.31 0.48
N -0.48 -1.09 0.92
C -1.36 0.83 -0.19
F -2.36 0.90 0.67
H 2.49 -0.65 -1.52
H 1.06 -1.74 -0.96
H 1.52 1.26 -0.62
H 0.30 0.96 1.34
H 0.35 -1.42 1.40
H -1.23 -0.84 1.52
H -1.18 1.82 -0.63
H -1.62 0.14 -1.00
```

spin multiplicity: 1
relative energy (zero: lowest compared OMol25 entry of this formula, charge and spin): 22.24 kcal/mol
LUMO energy: 1.09 eV
highest occupied orbital energy: -0.356 hartree
SMILES: C=C[C@H](N)CF
orbital gap: 10.79 eV

Atom charges from the Löwdin analysis, given in e for atoms 1 to 5:
1 C 0.01
2 C -0.18
3 C -0.39
4 N 0.05
5 C -0.26



6.
The following is a DFT calculation (wB97M-V/def2-TZVPD) of a structure of composition C36H48O7SeTa.

XYZ file:
```
93
Properties=species:S:1:pos:R:3
Ta 0.48 2.15 1.34
O -1.53 5.17 3.30
C -0.67 4.36 3.22
O -0.68 3.39 2.25
C 0.49 4.18 4.17
C 0.51 2.70 4.60
C 1.41 2.47 5.80
C 2.82 2.66 5.18
C 2.49 2.92 3.71
O 1.28 2.10 3.51
C 1.91 4.31 3.49
C 1.76 4.64 2.01
O 1.53 5.72 1.58
O 1.86 3.55 1.18
H 0.37 4.87 5.00
H -0.47 2.23 4.65
H 1.20 3.18 6.60
H 1.28 1.46 6.19
H 3.37 3.50 5.61
H 3.42 1.76 5.29
H 3.24 2.60 3.00
H 2.49 5.11 3.95
C -1.10 0.37 -5.95
C -2.31 0.29 -5.02
C -2.87 -1.14 -5.08
C -3.37 1.28 -5.51
C -1.94 0.62 -3.57
C -0.65 0.96 -3.19
C -0.40 1.24 -1.86
Se 1.37 1.58 -1.22
C 1.73 -0.23 -0.65
C 2.02 -1.19 -1.60
C 2.21 -2.50 -1.19
C 2.12 -2.78 0.17
C 1.85 -1.84 1.15
C 1.64 -0.53 0.70
O 1.38 0.49 1.59
C 1.76 -2.20 2.64
C 2.04 -3.69 2.87
C 0.35 -1.91 3.17
C 2.80 -1.40 3.43
C 2.52 -3.63 -2.18
C 3.89 -4.23 -1.84
C 1.44 -4.71 -2.06
C 2.55 -3.13 -3.62
C -1.40 1.20 -0.89
O -1.00 1.52 0.39
C -2.71 0.86 -1.23
C -2.92 0.59 -2.58
C -3.91 0.79 -0.28
C -4.50 -0.63 -0.36
C -4.96 1.81 -0.75
C -3.60 1.08 1.19
H -1.41 0.13 -6.96
H -0.32 -0.33 -5.66
H -0.67 1.38 -5.97
H -3.13 -1.39 -6.10
H -3.76 -1.25 -4.47
H -2.13 -1.86 -4.72
H -3.65 1.05 -6.54
H -3.00 2.30 -5.47
H -4.28 1.23 -4.90
H 0.16 1.01 -3.90
H 2.08 -0.91 -2.64
H 2.29 -3.80 0.49
H 1.31 -4.32 2.37
H 1.97 -3.89 3.94
H 3.04 -3.97 2.54
H -0.40 -2.46 2.61
H 0.11 -0.85 3.13
H 0.28 -2.22 4.22
H 3.81 -1.60 3.06
H 2.77 -1.70 4.48
H 2.62 -0.33 3.38
H 3.91 -4.65 -0.83
H 4.68 -3.48 -1.91
H 4.13 -5.04 -2.53
H 1.40 -5.14 -1.06
H 1.65 -5.52 -2.76
H 0.46 -4.30 -2.29
H 3.33 -2.38 -3.78
H 1.59 -2.71 -3.92
H 2.77 -3.97 -4.29
H -3.92 0.33 -2.88
H -4.83 -0.89 -1.37
H -5.37 -0.70 0.30
H -3.77 -1.37 -0.04
H -5.29 1.62 -1.77
H -4.56 2.82 -0.70
H -5.84 1.76 -0.10
H -2.89 0.36 1.60
H -4.53 0.99 1.76
H -3.21 2.09 1.34
```

total charge: +1
spin multiplicity: 1
LUMO energy: -3.72 eV
highest occupied orbital energy: -0.420 hartree
orbital gap: 7.72 eV

Atom charges from the Löwdin analysis, given in e for atoms 1 to 5:
1 Ta 1.88
2 O 0.20
3 C -0.49
4 O -0.19
5 C -0.07



7.
The following is a DFT calculation (wB97M-V/def2-TZVPD) of a structure of composition C17H30BN2O15Sr at a distorted geometry.

XYZ file:
```
66
Properties=species:S:1:pos:R:3
Sr 4.85 -7.73 -24.74
C 3.55 -10.21 -22.07
O 2.97 -10.27 -23.15
O 3.57 -11.28 -21.43
O 4.20 -9.14 -21.85
O 9.36 -9.06 -33.67
C 8.60 -9.86 -33.21
O 7.40 -9.71 -32.90
B 6.96 -10.59 -31.86
O 8.05 -11.67 -31.89
C 9.08 -11.18 -32.58
O 10.22 -11.69 -32.71
O 7.03 -9.79 -30.61
C 5.91 -10.02 -29.91
O 5.73 -9.66 -28.76
C 4.95 -10.71 -30.88
O 5.55 -10.94 -32.04
O 3.80 -10.94 -30.58
C 2.70 -5.01 -22.98
O 2.64 -5.81 -24.16
C 1.45 -5.50 -24.82
C 1.49 -6.29 -26.07
N 2.73 -6.31 -26.83
C 3.10 -4.94 -27.29
C 4.55 -5.00 -27.84
O 5.42 -5.41 -26.82
C 6.78 -5.16 -27.29
H 2.77 -3.96 -23.26
H 3.64 -5.36 -22.55
H 1.99 -5.23 -22.19
H 1.39 -4.44 -25.09
H 0.59 -5.79 -24.21
H 0.66 -5.98 -26.70
H 1.14 -7.31 -25.89
H 2.57 -6.98 -27.57
H 3.12 -4.24 -26.46
H 2.41 -4.36 -27.91
H 4.80 -3.98 -28.13
H 4.55 -5.67 -28.71
H 7.10 -5.85 -28.08
H 7.50 -5.50 -26.54
H 6.91 -4.13 -27.63
C 10.49 -10.41 -26.68
O 10.04 -9.95 -25.40
C 8.78 -10.55 -24.96
C 8.26 -9.71 -23.76
N 8.26 -8.30 -24.12
C 8.39 -7.38 -23.00
C 8.29 -5.88 -23.39
O 6.96 -5.59 -23.63
C 6.58 -4.21 -23.68
H 11.36 -9.79 -26.91
H 9.69 -10.15 -27.37
H 10.75 -11.47 -26.74
H 9.11 -11.51 -24.57
H 8.04 -10.75 -25.74
H 9.06 -9.74 -23.01
H 7.29 -9.97 -23.34
H 9.03 -8.11 -24.75
H 9.30 -7.52 -22.43
H 7.64 -7.59 -22.24
H 8.94 -5.53 -24.19
H 8.62 -5.39 -22.47
H 7.38 -3.48 -23.84
H 6.22 -4.01 -22.67
H 5.73 -3.97 -24.32
```

total charge: -1
spin multiplicity: 1
relative energy (zero: lowest compared OMol25 entry of this formula, charge and spin): 128.63 kcal/mol
LUMO energy: 1.25 eV
highest occupied orbital energy: -0.083 hartree
orbital gap: 3.50 eV

Atom charges from the Löwdin analysis, given in e for atoms 1 to 5:
1 Sr 1.46
2 C -1.17
3 O -0.17
4 O -0.13
5 O -0.23



8.
The following is a DFT calculation (wB97M-V/def2-TZVPD) of a cluster of 2 separate species, C4H13N4 in total at a distorted geometry.

XYZ file:
```
21
Properties=species:S:1:pos:R:3
C 1.68 0.62 -1.81
N 0.35 0.94 -1.29
C -0.71 0.94 -2.04
N -1.94 1.19 -1.59
H 2.11 -0.14 -1.17
H 2.32 1.51 -1.81
H 1.58 0.25 -2.84
H 0.28 1.01 -0.20
H -0.58 0.67 -3.06
H -2.10 1.09 -0.60
H -2.71 0.95 -2.22
C -0.07 -1.53 1.46
C -0.09 -0.24 1.89
N 0.65 0.94 1.49
N -0.89 -2.49 2.15
H 0.59 -1.99 0.72
H -0.70 -0.04 2.78
H 1.58 0.83 1.89
H 0.25 1.73 1.98
H -0.32 -3.11 2.82
H -1.30 -3.14 1.45
```

total charge: +1
spin multiplicity: 1
relative energy (zero: lowest compared OMol25 entry of this formula, charge and spin): 39.10 kcal/mol
LUMO energy: -2.98 eV
highest occupied orbital energy: -0.458 hartree
orbital gap: 9.49 eV

Atom charges from the Löwdin analysis, given in e for atoms 1 to 5:
1 C -0.03
2 N 0.00
3 C -0.15
4 N 0.17
5 H 0.09